Record 1
ORCA calculation (ωB97M-V with the def2-TZVPD basis set) on a cluster of 4 separate species, C22H52FO15P3S in total.

XYZ file:
```
94
Properties=species:S:1:pos:R:3:forces:R:3:mulliken_charge:R:1
O 1.73742 5.33606 -1.31552 -1.57 0.21 0.79 -0.623
S 1.42060 4.86456 -2.62473 3.82 0.06 -0.17 1.255
O 2.50560 5.03634 -3.53473 -0.31 0.02 -1.08 -0.679
C 1.09423 3.10126 -2.53753 -1.80 0.31 -0.17 -0.633
C -0.29753 2.85178 -3.17061 0.43 -0.14 1.02 -0.684
C -1.28108 3.78764 -2.46422 0.51 -0.82 0.16 0.429
F -2.57503 3.36919 -2.75012 -0.08 0.51 -0.20 -0.381
C -1.08283 5.27467 -2.75470 -1.56 0.06 0.27 -0.580
O 0.18808 5.60030 -3.31228 -0.19 -0.86 0.41 -0.318
H 1.88499 2.52728 -3.00719 0.19 0.41 -0.19 0.405
H 1.04519 2.84921 -1.47897 0.09 0.10 0.02 0.318
H -0.27859 2.94312 -4.25449 -0.13 0.12 0.00 0.304
H -0.56941 1.83937 -2.86864 -0.18 -0.05 -0.38 0.280
H -1.16300 3.65025 -1.38421 0.00 -0.19 -0.04 0.215
H -1.86400 5.58278 -3.45081 0.33 0.02 -0.33 0.399
H -1.29199 5.82665 -1.83589 0.46 0.19 -0.04 0.293
O -1.26865 -3.14725 0.81256 -1.92 0.48 2.38 -0.847
P -0.85964 -1.73670 0.98719 4.57 1.26 -4.21 0.726
O -1.26809 -0.96557 -0.37717 -0.24 -0.15 0.32 -0.152
C -2.65168 -0.77545 -0.67418 -0.30 0.10 -0.02 -0.385
C -3.31517 0.18732 0.29131 -0.02 0.02 0.15 -0.913
O 0.75973 -1.81600 0.81777 -0.24 0.04 0.48 -0.234
C 1.43850 -3.07399 0.82203 0.09 -0.29 -0.22 -0.468
C 1.57721 -3.63824 -0.57809 0.11 0.12 -0.18 -0.939
O -0.70617 -0.34229 1.83754 -2.02 -1.54 1.18 -0.095
C -0.94877 -0.31449 3.25495 0.05 -0.04 0.45 -0.173
C -0.02107 -1.23223 4.02706 0.14 -0.12 -0.17 -1.242
H -3.17275 -1.73729 -0.67885 0.10 -0.03 -0.01 0.253
H -2.70133 -0.36482 -1.68261 0.16 -0.06 -0.02 0.361
H -3.38716 -0.23519 1.29706 -0.03 -0.01 -0.03 0.243
H -4.32671 0.42488 -0.04004 0.01 -0.02 -0.04 0.440
H -2.73786 1.10849 0.36630 -0.03 0.03 -0.04 0.174
H 0.93825 -3.77874 1.48594 -0.16 0.03 -0.08 0.343
H 2.42897 -2.89817 1.24603 -0.04 0.20 0.00 0.382
H 0.64536 -3.56964 -1.13799 -0.11 -0.09 0.16 0.235
H 1.88679 -4.68383 -0.54578 0.02 0.01 0.00 0.353
H 2.32301 -3.07697 -1.14284 0.02 -0.03 0.00 0.295
H -1.99101 -0.58000 3.45250 -0.01 0.08 -0.02 0.277
H -0.80471 0.71750 3.57229 -0.02 0.04 -0.16 0.281
H -0.19053 -2.28278 3.77089 -0.05 0.03 0.02 0.360
H -0.17922 -1.11678 5.09944 -0.04 0.02 -0.01 0.450
H 1.02003 -1.00580 3.79753 0.00 0.05 0.02 0.263
O -1.62875 3.59557 5.51631 -0.86 -0.45 2.93 -0.753
P -1.18785 4.93688 5.96200 2.55 2.81 -5.14 1.035
O -2.07785 6.00815 5.13365 0.06 -0.26 0.71 -0.332
C -3.47085 6.12359 5.43387 -0.31 0.06 0.07 -0.334
C -3.72748 6.74207 6.79701 0.12 -0.08 0.09 -0.910
O 0.24730 5.10573 5.20708 -0.07 -0.13 0.53 -0.356
C 0.86745 3.99225 4.56588 -0.02 -0.16 -0.30 -0.337
C 0.46244 3.88976 3.10879 0.04 0.11 -0.23 -1.043
O -0.71856 5.97919 7.13021 -1.54 -2.09 1.21 -0.311
C -0.42224 5.43186 8.43501 0.16 -0.14 0.26 -0.269
C 0.71375 4.42819 8.39636 0.07 -0.02 -0.20 -1.068
H -3.94582 5.14078 5.36081 0.05 -0.01 -0.03 0.273
H -3.90015 6.75668 4.65847 0.13 -0.02 -0.08 0.328
H -3.40359 6.07544 7.60075 -0.06 0.02 0.00 0.198
H -4.79175 6.93626 6.93407 -0.01 -0.02 -0.05 0.412
H -3.17880 7.67675 6.90669 -0.02 0.02 -0.04 0.249
H 0.64873 3.06923 5.10359 -0.17 0.02 -0.01 0.310
H 1.94636 4.14154 4.63552 -0.04 0.19 0.07 0.371
H -0.61061 4.01716 2.96632 -0.06 -0.16 0.22 0.292
H 0.75610 2.91917 2.70314 0.02 0.03 -0.04 0.260
H 0.94573 4.67094 2.52004 0.06 -0.03 0.00 0.373
H -1.32485 4.97022 8.84527 0.00 0.06 0.02 0.296
H -0.16281 6.27279 9.07533 -0.04 0.12 -0.15 0.358
H 0.44974 3.54558 7.80569 -0.04 0.01 0.06 0.285
H 0.96210 4.09650 9.40465 -0.04 0.01 0.01 0.418
H 1.59993 4.87038 7.94223 0.01 0.04 0.04 0.265
O 2.02097 -4.82116 -4.42203 -1.82 1.94 -1.64 -0.736
P 1.58064 -5.88467 -5.35004 3.17 -5.43 1.86 1.056
O 0.82758 -6.99868 -4.44378 -0.28 0.56 -0.54 -0.358
C -0.44055 -6.67348 -3.86766 -0.28 0.06 0.12 -0.167
C -1.54320 -6.55727 -4.90556 0.08 0.08 -0.12 -0.987
O 2.96687 -6.69221 -5.64782 -0.18 0.38 -0.40 -0.361
C 4.22738 -6.15373 -5.25018 0.20 0.02 0.25 -0.303
C 4.61919 -6.61715 -3.86037 0.03 -0.22 0.07 -1.049
O 0.95636 -6.37601 -6.77907 -0.82 2.68 0.50 -0.310
C 0.81878 -5.38555 -7.82244 0.06 0.21 -0.26 -0.282
C 2.14945 -4.77729 -8.22105 0.16 -0.08 0.12 -1.074
H -0.35597 -5.74861 -3.28955 0.05 -0.02 0.00 0.137
H -0.67650 -7.47735 -3.17175 0.15 -0.04 -0.01 0.343
H -1.38771 -5.68909 -5.55185 -0.05 0.00 0.03 0.202
H -2.51313 -6.44202 -4.42065 0.03 0.00 0.05 0.429
H -1.56771 -7.43972 -5.54412 -0.01 -0.03 0.04 0.252
H 4.22028 -5.06588 -5.31687 -0.14 0.02 0.11 0.314
H 4.96501 -6.50424 -5.97473 -0.13 -0.11 -0.07 0.381
H 3.79041 -6.53530 -3.15813 -0.04 0.21 -0.06 0.251
H 5.45784 -6.03144 -3.48087 0.01 -0.01 -0.02 0.342
H 4.91354 -7.66779 -3.88083 0.02 0.01 -0.01 0.292
H 0.12779 -4.60571 -7.48988 -0.04 -0.04 -0.03 0.295
H 0.36243 -5.88845 -8.67306 -0.01 -0.16 0.12 0.357
H 2.59719 -4.21516 -7.39586 -0.06 0.03 -0.03 0.300
H 2.01900 -4.09511 -9.06133 -0.04 0.00 0.01 0.416
H 2.85637 -5.55610 -8.50550 -0.03 -0.02 -0.04 0.264
```
Positions in Å, forces in eV/Å.

Calculated values
E   -95792.1735 eV
LUMO level   0.30 eV
Structure (SMILES)   O=S1(=O)CC[C@H](F)CO1.CCOP(=O)(OCC)OCC.CCOP(=O)(OCC)OCC.CCOP(=O)(OCC)OCC
Strongest force on any atom   6.552 eV/Å
Gap between HOMO and LUMO   10.57 eV
HOMO level   -0.3774 Ha

Record 2
ORCA calculation (ωB97M-V with the def2-TZVPD basis set) on a structure of composition C41H52N9O3SSi3Sr.

XYZ file:
```
110
Properties=species:S:1:pos:R:3:forces:R:3:mulliken_charge:R:1
Sr 0.82981 -0.17541 -0.19341 -3.93 5.38 -0.08 1.341
C -0.70521 -4.06040 1.74984 -0.12 -0.17 0.01 -1.494
C -0.16712 -2.79661 1.47176 -0.17 0.05 -0.01 -0.334
N -0.27495 -2.21601 0.30294 -0.19 -1.26 0.32 0.845
C -0.88453 -2.86034 -0.71716 -0.29 -0.46 -0.18 -0.275
C -1.46886 -4.14327 -0.53024 0.11 0.19 0.04 1.533
C -1.36302 -4.72325 0.75310 0.04 0.17 0.10 -1.065
C -2.10196 -4.80155 -1.60227 -0.08 -0.08 -0.16 -1.108
C -2.14358 -4.18663 -2.82738 -0.01 -0.18 0.16 -0.786
C -1.55045 -2.93942 -3.03541 0.05 0.19 0.13 -0.432
C -0.89406 -2.23993 -2.01932 -0.32 -0.13 -0.43 -0.508
N -0.34250 -1.00251 -2.16632 -0.27 -0.15 -0.14 0.215
C 0.33131 -0.64908 -3.28533 -0.04 -0.36 -0.18 0.001
C 0.84061 -1.54099 -4.23908 -0.07 0.09 0.15 -0.417
C 1.55365 -1.11286 -5.35653 0.03 0.21 -0.10 -1.047
C 1.77271 0.22069 -5.60224 0.09 -0.17 -0.18 -1.012
C 1.34129 1.16379 -4.65143 -0.13 0.05 0.27 0.872
C 1.55988 2.55016 -4.80743 -0.02 0.07 0.14 -0.866
C 1.18399 3.41795 -3.81980 0.05 -0.02 -0.20 -1.266
C 0.61788 2.89306 -2.64682 -0.06 -0.10 0.18 0.070
N 0.38629 1.61496 -2.46676 -0.01 -0.01 0.09 0.433
C 0.67845 0.74503 -3.46007 0.25 -0.12 -0.54 0.131
H -0.59308 -4.49077 2.73597 0.00 0.02 0.00 0.504
H 0.37009 -2.24956 2.23999 -0.06 0.01 0.03 0.422
H -1.80792 -5.69576 0.93068 0.02 -0.02 -0.02 0.396
H -2.52956 -5.78462 -1.44563 -0.02 0.02 0.00 0.402
H -2.63355 -4.68219 -3.65803 -0.01 0.03 -0.01 0.377
H -1.61498 -2.48368 -4.01418 0.04 0.01 -0.01 0.592
H 0.71414 -2.60142 -4.07490 -0.04 0.00 -0.02 0.620
H 1.94035 -1.85514 -6.04604 -0.03 -0.01 -0.01 0.379
H 2.29662 0.55318 -6.49062 -0.01 0.02 0.02 0.353
H 2.03701 2.90567 -5.71399 0.00 0.01 0.00 0.409
H 1.33525 4.48482 -3.91790 0.00 0.01 0.02 0.446
H 0.34801 3.54625 -1.82411 0.07 0.03 0.06 0.217
N 8.63629 -2.51593 -1.45840 -0.05 -0.14 -0.08 -0.580
C 7.28353 -2.40578 -1.14656 -0.10 0.05 -0.01 1.132
C 6.51014 -1.39580 -1.72104 0.04 0.00 0.01 -0.896
C 5.16275 -1.29517 -1.42760 0.02 0.02 0.09 -0.658
C 4.57873 -2.20065 -0.55488 -0.31 0.10 -0.11 -0.566
C 5.32420 -3.23320 -0.01062 -0.03 -0.02 0.08 -0.287
C 6.67059 -3.33678 -0.30388 0.03 0.03 -0.03 -0.902
S 2.83666 -2.06432 -0.22762 2.16 -1.70 0.44 1.573
O 2.34560 -3.39151 0.03037 0.28 -0.09 -0.03 -0.896
O 2.30274 -1.38293 -1.39720 0.90 -0.56 -0.72 -0.537
N 2.55107 -1.05332 0.96090 1.47 -0.91 0.32 0.727
C 2.87019 -1.31360 2.24749 0.29 -0.42 1.02 -1.004
N 3.87733 -2.15538 2.55139 -0.18 0.13 -0.15 -0.456
C 4.20970 -2.25291 3.83000 0.02 0.03 -0.01 -0.814
C 3.58138 -1.53726 4.83545 -0.06 0.01 -0.07 -1.101
C 2.50547 -0.75961 4.42830 -0.19 -0.51 0.03 -0.542
N 2.13131 -0.65743 3.16632 -0.25 -0.49 -0.32 0.482
H 9.07194 -1.67342 -1.79088 0.05 0.04 0.04 0.219
H 9.19272 -3.01758 -0.78766 0.05 0.04 0.02 0.218
H 6.97086 -0.69617 -2.40893 0.00 0.02 0.02 0.286
H 4.55082 -0.52511 -1.87844 0.05 0.02 -0.03 0.473
H 4.83198 -3.93888 0.64349 0.05 -0.02 0.00 0.481
H 7.25987 -4.14656 0.11113 -0.01 0.00 0.03 0.287
H 5.02062 -2.94336 4.04794 0.00 0.04 0.06 0.450
H 3.89104 -1.59841 5.86795 -0.02 -0.02 0.01 0.450
H 1.90456 -0.20069 5.14092 0.04 -0.33 -0.07 0.853
C -1.88625 2.26070 -0.47788 0.09 0.00 0.18 -1.508
O -0.75847 2.18849 0.39091 0.01 0.04 -0.31 1.132
Si -0.52754 3.39416 1.56372 0.24 0.07 0.44 0.439
C -2.25469 3.63573 2.34936 0.25 -0.09 0.01 -1.308
C -0.23524 5.03753 0.62553 0.13 -0.37 0.02 -1.360
C 0.79199 2.81729 2.66854 -0.16 0.41 -0.12 1.745
Si 0.48552 2.96896 4.46714 -0.10 0.02 -0.07 0.110
C 1.95999 2.49654 5.57792 0.04 -0.07 -0.26 -1.094
C 0.04113 4.72975 5.08761 0.03 -0.14 -0.18 -1.216
C -0.94942 1.85185 5.05941 0.15 0.17 -0.07 -1.107
Si 2.53036 3.01024 2.11160 0.15 0.04 0.30 -0.167
C 3.72110 1.68862 2.80569 -0.07 0.20 0.14 -0.233
C 3.33443 4.68608 2.59280 -0.22 -0.18 -0.05 -1.205
C 2.80371 2.89424 0.22695 -0.21 0.00 0.23 -0.845
H -1.87411 3.18771 -1.06093 0.01 -0.01 -0.05 0.349
H -2.81608 2.22917 0.09730 0.01 -0.05 -0.03 0.353
H -1.85349 1.41127 -1.15700 -0.04 0.02 -0.01 0.079
H -2.86288 4.33077 1.76604 0.01 -0.01 -0.07 0.377
H -2.16820 4.04537 3.35645 -0.04 0.03 -0.03 0.214
H -2.80062 2.69077 2.42137 0.01 0.01 0.02 0.249
H -0.99027 5.24920 -0.13741 -0.04 -0.05 0.01 0.375
H 0.74175 5.01989 0.13756 0.02 0.06 -0.03 0.263
H -0.22723 5.87702 1.32501 -0.03 -0.05 0.08 0.369
H 1.74994 2.67798 6.63440 -0.12 0.06 0.00 0.390
H 2.84302 3.08160 5.30566 0.02 -0.03 0.05 0.264
H 2.22420 1.44181 5.46429 0.02 0.49 0.14 0.164
H 0.69628 5.45922 4.60276 0.03 -0.01 0.02 0.325
H 0.15034 4.84668 6.16953 0.00 -0.08 0.02 0.353
H -0.98452 5.00173 4.82701 0.01 0.02 0.01 0.348
H -0.76613 0.81493 4.75864 0.12 0.09 0.12 0.094
H -1.89317 2.16896 4.60625 0.06 -0.05 0.04 0.423
H -1.07912 1.87304 6.14535 0.05 0.03 0.02 0.512
H 3.30118 1.22124 3.69774 0.35 0.42 -0.30 -0.214
H 4.69714 2.10401 3.06870 0.04 0.12 -0.09 0.556
H 3.87620 0.89540 2.06781 0.06 0.18 0.05 -0.061
H 3.26913 4.83985 3.67425 0.02 0.01 0.00 0.309
H 2.80488 5.51552 2.11484 -0.03 0.00 0.01 0.284
H 4.38869 4.74830 2.30683 0.00 -0.06 -0.02 0.350
H 2.18244 2.09469 -0.18476 0.09 0.13 -0.19 -0.120
H 3.84684 2.67451 -0.01146 0.02 -0.06 0.09 0.549
H 2.54031 3.81580 -0.29210 -0.09 0.00 -0.08 0.320
N -1.81567 0.08183 2.39727 -0.09 -0.04 0.00 1.657
C -2.71504 -0.32018 3.31675 -0.20 -0.20 0.04 -0.392
C -3.68036 -1.02738 2.63545 0.00 -0.02 -0.05 -1.327
C -3.26555 -0.98960 1.28884 0.00 -0.02 0.20 -0.373
N -2.13747 -0.31458 1.16196 0.10 0.23 -0.19 -0.475
H -0.99949 0.67151 2.52697 0.09 0.12 0.07 -0.668
H -2.61797 -0.08437 4.36309 0.01 0.01 -0.12 0.455
H -4.55788 -1.49994 3.04169 0.01 0.01 0.04 0.425
H -3.73805 -1.42685 0.42334 0.05 0.00 -0.04 0.502
```
Positions in Å, forces in eV/Å.

Calculated values
E   -98226.1651 eV
Total charge   -1
LUMO level   2.39 eV
Strongest force on any atom   6.664 eV/Å
Gap between HOMO and LUMO   6.37 eV
HOMO level   -0.1461 Ha

Record 3
ORCA calculation (ωB97M-V with the def2-TZVPD basis set) on the molecule C4H11N3O3.

XYZ file:
```
21
Properties=species:S:1:pos:R:3:forces:R:3:mulliken_charge:R:1
C 1.12214 1.10691 0.08776 -1.25 0.86 1.33 -1.193
C -1.78626 -0.06798 -0.57194 0.87 -2.94 4.47 -0.848
C 0.76078 -1.09524 1.37918 1.08 2.38 0.35 -0.708
C 0.69295 -0.36365 -0.02868 0.79 -0.18 2.75 0.026
N -0.94888 -0.31977 -2.99013 -1.69 0.89 1.35 -0.601
N -0.46519 -0.69559 -0.73593 -2.29 -1.00 -2.70 -0.040
N -0.11531 -0.84315 -2.18594 -0.42 1.36 -0.74 1.103
O 0.96326 -1.28794 -2.52607 1.03 -0.35 0.51 -0.711
O -0.13445 -0.53079 2.34156 -0.62 0.69 -0.17 -0.541
O -0.40867 0.00495 -4.20640 0.55 -1.12 -0.56 -0.372
H 0.34017 1.65216 0.71821 0.86 -0.37 -0.82 0.292
H 1.13435 1.63846 -0.89569 0.41 -0.52 0.83 0.342
H 2.06190 1.17063 0.71070 -0.76 0.05 -1.17 0.334
H -1.83307 0.86178 -0.96253 -0.56 2.82 -1.77 0.364
H -2.58261 -0.78410 -0.79326 0.20 0.46 -0.56 0.295
H -1.88598 0.06574 0.58014 0.28 -0.28 -1.79 0.348
H 0.66548 -2.15536 1.41080 -0.90 -0.77 -0.63 0.407
H 1.77882 -0.98026 1.81872 -0.18 0.33 -0.66 0.311
H 1.40209 -0.83731 -0.61425 1.96 -1.03 -0.81 0.472
H -0.19834 0.45110 2.24624 0.39 -1.33 0.01 0.336
H -1.12722 -0.08426 -4.86421 0.26 0.04 0.77 0.387
```
Positions in Å, forces in eV/Å.

Calculated values
E   -14932.9836 eV
Relative energy (zero: lowest compared OMol25 entry of this formula, charge and spin)   142.2 kcal/mol
LUMO level   0.74 eV
Structure (SMILES)   C[C@@H](CO)N(C)/[N+]([O-])=N/O
Strongest force on any atom   5.415 eV/Å
Gap between HOMO and LUMO   9.77 eV
HOMO level   -0.3320 Ha

Record 4
ORCA calculation (ωB97M-V with the def2-TZVPD basis set) on a cluster of 3 separate species, C4H11NO2 in total.

XYZ file:
```
18
Properties=species:S:1:pos:R:3:forces:R:3:mulliken_charge:R:1
C -1.72917 -2.17347 -0.83552 -0.20 1.75 0.03 -1.134
C -0.87586 -1.04728 -0.23218 -1.25 0.13 2.97 -0.192
C -1.00364 -0.48391 1.02667 1.50 -2.15 -1.29 -0.057
N 0.07352 0.15533 1.72468 -1.29 3.30 -0.45 -0.430
C 1.22865 0.58273 1.35068 -0.87 -2.32 0.59 -0.318
H -2.81859 -2.08336 -0.74911 0.20 0.31 0.49 0.338
H -1.55480 -1.98294 -1.88974 0.06 -1.25 -0.40 0.303
H -1.46084 -3.14747 -0.39935 0.26 0.30 -0.66 0.285
H -0.02346 -0.76686 -0.80761 0.76 -0.03 -0.26 0.365
H -1.95319 -0.61924 1.60241 1.18 0.03 -0.31 0.329
H 1.75327 1.41845 1.86174 -0.41 -0.78 -0.01 0.255
H 1.83222 -0.06368 0.69765 0.08 0.73 -0.72 0.260
H -2.90199 2.39743 -1.85456 -1.69 1.64 -0.01 0.301
H -1.89593 1.54509 -1.80992 0.89 -1.51 -0.01 0.290
O -2.82815 1.47475 -2.02222 0.78 -0.17 0.06 -0.597
H 5.01838 1.86251 1.43623 -0.19 -0.31 0.28 0.313
H 4.66499 1.66084 0.00393 -0.48 -0.78 0.95 0.318
O 4.47459 1.27108 0.89621 0.66 1.10 -1.23 -0.628
```
Positions in Å, forces in eV/Å.

Calculated values
E   -9908.3559 eV
Relative energy (zero: lowest compared OMol25 entry of this formula, charge and spin)   89.6 kcal/mol
LUMO level   0.31 eV
Structure (SMILES)   C=N/C=C/C.O.O
Strongest force on any atom   3.568 eV/Å
Gap between HOMO and LUMO   8.33 eV
HOMO level   -0.2948 Ha

Which formula does entry 1 have?
C22H52FO15P3S